(P)
20
Properties=species:S:1:pos:R:3 method="wB97M-V/def2-TZVPD" orbital_gap_ev=10.52 spin_multiplicity=1 homo_energy_ev=-14.3 total_charge=+1
C 0.77 -1.66 -0.35
C -0.13 -0.76 -0.22
C -2.79 -1.24 -0.28
C -2.17 -0.28 0.29
C -2.27 0.98 1.09
C 1.94 0.18 0.79
C 1.79 0.14 -1.74
N 1.28 -0.36 -0.44
H 1.12 -2.60 -0.63
H -3.82 -1.28 -0.18
H -2.37 -2.00 -0.88
H -1.28 1.52 1.15
H -2.83 1.02 2.09
H -2.90 1.57 0.36
H 1.97 1.24 0.89
H 1.16 -0.09 1.65
H 2.92 -0.25 1.02
H 2.34 1.08 -1.50
H 2.57 -0.45 -2.17
H 0.97 0.47 -2.44

***

(Q)
20
Properties=species:S:1:pos:R:3 method="wB97M-V/def2-TZVPD" orbital_gap_ev=10.48 spin_multiplicity=1 homo_energy_ev=-13.7 smiles="C=C(C)[C@@]12C[C@@]1(C)[NH2+]2" total_charge=+1
C -2.24 -1.36 0.40
C -1.44 -0.32 0.15
C -1.82 1.10 -0.06
C -0.11 -0.46 -0.52
C 1.25 -1.39 -0.79
C 1.20 -0.17 0.02
C 2.14 0.36 1.03
N 0.78 0.66 -1.15
H -3.17 -1.26 0.92
H -1.97 -2.47 0.33
H -2.83 1.25 0.47
H -1.16 1.76 0.47
H -1.97 1.37 -1.07
H 1.17 -2.29 -0.22
H 1.56 -1.43 -1.89
H 1.60 0.98 1.65
H 3.05 0.75 0.56
H 2.65 -0.37 1.65
H 1.11 0.56 -2.12
H 0.47 1.62 -1.07

***

Preferred: (Q); penalty for the next structure: 2.554 eV.

***

(P)
25
Properties=species:S:1:pos:R:3 method="wB97M-V/def2-TZVPD" orbital_gap_ev=10.46 spin_multiplicity=1 homo_energy_ev=-9.6 smiles="CC[C@H](C)[C@H]1CCNC1=O"
C 2.17 -1.58 0.50
C 2.19 -0.37 -0.53
C 0.75 0.20 -0.94
C 0.88 1.82 -0.86
C -0.46 -0.32 -0.06
C -1.00 0.61 1.14
C -2.38 -0.16 1.41
N -2.84 -0.39 0.02
C -1.80 -0.21 -0.97
O -1.92 -0.06 -2.19
H 3.22 -1.95 0.75
H 1.63 -2.45 -0.02
H 1.57 -1.38 1.45
H 2.69 -0.75 -1.49
H 2.90 0.44 -0.15
H 0.61 -0.01 -2.06
H -0.12 2.34 -0.91
H 1.50 2.11 0.05
H 1.51 2.10 -1.78
H -0.51 -1.42 0.23
H -0.24 0.70 1.97
H -1.36 1.56 0.63
H -3.17 0.36 2.04
H -2.04 -1.09 1.99
H -3.79 -0.11 -0.23

***

(Q)
25
Properties=species:S:1:pos:R:3 method="wB97M-V/def2-TZVPD" orbital_gap_ev=8.92 spin_multiplicity=1 homo_energy_ev=-8.1 smiles="[H]/N=C/C(C)=C(/C)O.C=CC"
H 0.60 2.36 2.11
N 0.67 1.40 1.78
C 0.17 1.23 0.58
C 0.82 0.38 -0.42
C 0.47 0.56 -1.86
C 1.72 -0.55 0.01
C 2.39 -1.54 -0.89
O 1.98 -0.75 1.30
H -0.43 2.05 0.09
H 0.32 -0.38 -2.38
H -0.46 1.12 -2.00
H 1.25 1.11 -2.39
H 1.69 -2.34 -1.15
H 3.25 -1.98 -0.39
H 2.74 -1.09 -1.82
H 1.57 0.02 1.81
C -2.47 1.15 0.44
C -1.89 0.11 1.08
C -1.81 -1.27 0.50
H -2.73 2.06 0.96
H -2.73 1.09 -0.61
H -1.81 0.15 2.16
H -0.84 -1.72 0.75
H -1.88 -1.25 -0.58
H -2.59 -1.91 0.92

***

Preferred: (P); penalty for the next structure: 1.010 eV.

***

(P)
66
Properties=species:S:1:pos:R:3 method="wB97M-V/def2-TZVPD" orbital_gap_ev=6.95 spin_multiplicity=1 homo_energy_ev=-5.2 total_charge=-1
Sn 0.45 2.18 0.59
O -0.66 4.59 3.95
C -0.40 3.71 3.14
O -0.10 3.85 1.91
C -0.41 2.27 3.65
C -0.60 2.03 5.02
C -0.60 0.75 5.47
C -0.40 -0.32 4.57
C -0.37 -1.67 4.97
C -0.16 -2.66 4.05
C 0.02 -2.34 2.69
C -0.01 -1.04 2.27
C -0.23 0.00 3.20
N -0.24 1.30 2.77
H -0.74 2.89 5.66
H -0.74 0.53 6.53
H -0.51 -1.90 6.02
H -0.13 -3.69 4.37
H 0.21 -3.12 1.97
H 0.13 -0.80 1.22
N -0.08 -4.93 -5.15
C 0.20 -3.88 -4.27
C -0.50 -2.67 -4.37
C -0.25 -1.64 -3.48
C 0.69 -1.80 -2.48
C 1.39 -3.00 -2.36
C 1.14 -4.03 -3.25
S 1.05 -0.44 -1.40
O -0.22 -0.14 -0.72
O 1.51 0.64 -2.24
N 2.04 -1.01 -0.35
C 3.38 -0.80 -0.34
N 3.87 0.45 -0.47
C 5.18 0.59 -0.42
C 6.06 -0.46 -0.20
C 5.46 -1.70 -0.06
N 4.15 -1.89 -0.13
H -0.44 -4.63 -6.04
H 0.69 -5.57 -5.27
H -1.23 -2.54 -5.16
H -0.78 -0.70 -3.59
H 2.12 -3.11 -1.57
H 1.68 -4.96 -3.16
H 5.55 1.61 -0.54
H 7.13 -0.33 -0.15
H 6.06 -2.59 0.12
C -3.03 0.69 0.03
C -2.93 2.21 0.05
C -4.00 2.80 -0.89
C -3.21 2.72 1.46
C -1.54 2.70 -0.40
H -4.04 0.37 0.30
H -2.32 0.24 0.73
H -2.79 0.29 -0.96
H -5.00 2.49 -0.55
H -3.87 2.45 -1.91
H -3.96 3.89 -0.89
H -4.24 2.51 1.73
H -3.04 3.80 1.54
H -2.57 2.23 2.19
H -1.53 3.79 -0.28
N -1.36 2.45 -1.80
C -1.06 2.07 -2.86
N -0.97 1.73 -4.07
C 0.12 1.77 -4.82
N 0.98 1.77 -5.59

***

(Q)
66
Properties=species:S:1:pos:R:3 method="wB97M-V/def2-TZVPD" orbital_gap_ev=8.13 spin_multiplicity=1 homo_energy_ev=-6.0 total_charge=-1
Sn 0.58 0.93 -0.16
O -0.98 4.88 -0.11
C -1.01 3.67 -0.25
O -0.03 2.92 -0.61
C -2.37 2.98 -0.05
C -3.52 3.80 -0.13
C -4.74 3.21 -0.04
C -4.84 1.82 0.18
C -6.09 1.17 0.24
C -6.14 -0.18 0.44
C -4.95 -0.91 0.62
C -3.71 -0.32 0.59
C -3.64 1.08 0.33
N -2.42 1.69 0.19
H -3.38 4.86 -0.28
H -5.65 3.80 -0.13
H -6.99 1.75 0.13
H -7.10 -0.69 0.47
H -5.01 -1.98 0.78
H -2.60 -2.13 0.43
N 4.03 0.90 -6.90
C 3.90 0.70 -5.53
C 2.98 1.44 -4.78
C 2.87 1.26 -3.42
C 3.70 0.34 -2.77
C 4.63 -0.39 -3.50
C 4.73 -0.21 -4.87
S 3.51 0.01 -1.05
O 2.87 1.24 -0.49
O 4.81 -0.29 -0.53
N 2.37 -1.05 -0.87
C 2.46 -2.36 -1.18
N 1.35 -3.08 -0.89
C 1.42 -4.38 -1.12
C 2.54 -5.01 -1.63
C 3.60 -4.18 -1.95
N 3.58 -2.87 -1.74
H 3.21 1.28 -7.35
H 4.43 0.13 -7.41
H 2.34 2.16 -5.28
H 2.17 1.85 -2.85
H 5.26 -1.09 -2.98
H 5.46 -0.78 -5.43
H 0.52 -4.95 -0.88
H 2.58 -6.08 -1.79
H 4.51 -4.58 -2.39
C -0.81 -2.02 2.48
C -2.18 -1.33 2.39
C -2.12 0.02 3.11
C -3.23 -2.21 3.07
C -2.49 -1.14 0.89
H -0.54 -2.20 3.52
H -0.03 -1.41 2.02
H -0.83 -2.98 1.95
H -1.78 -0.11 4.14
H -3.10 0.49 3.14
H -1.43 0.70 2.61
H -2.92 -2.43 4.09
H -3.35 -3.16 2.54
H -4.20 -1.71 3.12
H -1.63 -0.67 0.42
N 1.00 1.45 1.92
C 1.08 1.63 3.07
N 1.26 1.86 4.30
C 0.45 1.55 5.29
N -0.19 1.30 6.22

***

Preferred: (Q); penalty for the next structure: 1.667 eV.